# 1
Formula: C40H42N4O4
Source: the Open Molecules 2025 dataset
Level of theory: wB97M-V/def2-TZVPD

Last column: Mulliken charge in e.
CARTESIAN COORDINATES (ANGSTROEM)
C (3.632, 2.556, 2.526)  -0.438
C (3.656, 3.670, 1.704)  -0.962
C (3.448, 3.545, 0.350)  -0.260
C (3.204, 2.287, -0.216)  0.673
C (2.911, 2.054, -1.618)  -0.679
N (2.266, 0.893, -1.907)  -0.176
C (2.465, 0.142, -2.964)  -0.299
C (1.774, -0.993, -3.205)  0.131
N (1.159, -1.982, -3.396)  -0.704
C (3.265, 2.987, -2.674)  0.739
C (4.329, 3.897, -2.558)  -0.666
C (4.646, 4.745, -3.590)  -0.821
C (3.912, 4.723, -4.766)  -0.516
C (2.857, 3.843, -4.903)  -0.461
C (2.551, 2.978, -3.878)  -0.278
C (3.172, 1.178, 0.636)  -0.534
C (3.395, 1.309, 1.987)  -0.733
H (3.780, 2.662, 3.589)  0.511
H (3.827, 4.642, 2.128)  0.408
H (3.418, 4.430, -0.260)  0.639
H (3.335, 0.349, -3.568)  0.452
H (4.939, 3.894, -1.671)  0.684
H (5.482, 5.418, -3.492)  0.396
H (4.164, 5.394, -5.571)  0.389
H (2.277, 3.828, -5.815)  0.440
H (1.756, 2.263, -3.994)  0.465
H (2.958, 0.216, 0.204)  0.440
H (3.383, 0.433, 2.617)  0.427
C (-0.764, -5.061, 5.029)  -0.838
O (-0.226, -3.994, 5.771)  -0.464
C (-0.085, -2.799, 5.054)  0.379
C (-0.240, -2.681, 3.679)  -0.488
C (-0.131, -1.459, 3.040)  -1.002
C (-0.404, -1.350, 1.571)  -1.082
C (-1.874, -1.074, 1.233)  0.350
C (-2.793, -2.172, 1.732)  0.161
O (-2.968, -2.505, 2.884)  -0.672
N (-3.391, -2.726, 0.624)  0.387
C (-4.356, -3.793, 0.764)  -1.086
C (-3.039, -2.075, -0.671)  0.243
C (-2.337, -3.091, -1.567)  -1.507
C (-4.302, -1.486, -1.298)  -1.701
N (-2.084, -0.989, -0.242)  0.386
C (-1.454, -0.069, -1.026)  0.124
C (-1.620, 0.022, -2.393)  0.817
C (-1.020, 0.961, -3.214)  -0.679
C (-1.239, 1.032, -4.623)  0.709
C (-0.628, 2.041, -5.397)  -0.320
C (-0.833, 2.117, -6.753)  -0.742
C (-1.657, 1.204, -7.389)  -0.441
C (-2.276, 0.208, -6.654)  -0.747
C (-2.071, 0.118, -5.296)  -0.531
C (0.137, -0.327, 3.785)  -0.129
C (0.318, -0.389, 5.161)  0.312
O (0.580, 0.714, 5.983)  -0.427
C (0.679, 1.944, 5.308)  -0.709
C (0.209, -1.640, 5.795)  1.207
O (0.375, -1.730, 7.190)  -0.588
C (-0.848, -1.600, 7.871)  -0.661
H (-0.916, -5.908, 5.699)  0.261
H (-1.722, -4.767, 4.599)  0.338
H (-0.066, -5.352, 4.246)  0.323
H (-0.484, -3.543, 3.089)  0.420
H (0.232, -0.565, 1.144)  0.346
H (-0.105, -2.281, 1.079)  0.583
H (-2.191, -0.122, 1.678)  0.296
H (-4.406, -4.104, 1.806)  0.362
H (-5.336, -3.445, 0.446)  0.323
H (-4.064, -4.644, 0.154)  0.351
H (-1.496, -3.526, -1.031)  0.345
H (-3.004, -3.903, -1.855)  0.440
H (-1.944, -2.639, -2.475)  0.381
H (-4.780, -0.811, -0.592)  0.432
H (-4.089, -0.916, -2.199)  0.366
H (-5.023, -2.260, -1.559)  0.451
H (-0.793, 0.615, -0.530)  0.519
H (-2.264, -0.699, -2.850)  -0.628
H (-0.349, 1.674, -2.769)  0.409
H (-0.008, 2.772, -4.910)  0.560
H (-0.352, 2.892, -7.330)  0.395
H (-1.821, 1.271, -8.453)  0.392
H (-2.921, -0.500, -7.147)  0.413
H (-2.557, -0.670, -4.751)  0.304
H (0.202, 0.616, 3.278)  0.537
H (0.907, 2.722, 6.037)  0.272
H (1.483, 1.903, 4.575)  0.193
H (-0.266, 2.182, 4.822)  0.350
H (-0.671, -1.707, 8.943)  0.285
H (-1.280, -0.617, 7.671)  0.230
H (-1.534, -2.381, 7.537)  0.226

Calculated values
- 2S+1 = 1
- HOMO level (eV) = -5.21
- DFT total energy (eV) = -56307.426
- orbital gap (eV) = 3.104


# 2
Formula: C32H59BCl2CsF2KLiN3NaO13P
Source: the Open Molecules 2025 dataset
Level of theory: wB97M-V/def2-TZVPD

Last column: Mulliken charge in e.
CARTESIAN COORDINATES (ANGSTROEM)
C (4.513, -5.354, 0.796)  -0.882
C (2.970, -5.216, 1.347)  -0.170
C (2.158, -4.182, 0.313)  -0.393
C (0.552, -4.623, 0.149)  -0.723
C (-0.291, -3.285, 0.709)  0.294
C (-1.895, -3.738, 0.565)  0.108
N (-2.162, -5.152, 1.035)  -0.378
C (-2.496, -6.098, -0.096)  -0.769
O (0.041, -2.214, -0.203)  0.052
C (-0.180, -0.863, 0.234)  -0.071
C (-0.832, -0.572, 1.683)  0.079
C (0.443, -0.665, 2.926)  0.035
C (0.241, 0.466, 4.228)  -1.484
O (-0.024, -1.153, 4.336)  0.017
C (-1.091, -0.073, -0.929)  0.603
C (-1.121, -0.870, -2.369)  -0.188
C (0.317, -0.948, -3.147)  -0.068
O (1.491, -0.481, -2.719)  -0.592
O (0.313, -1.673, -4.461)  -0.433
O (-0.451, 1.228, -1.121)  -0.388
C (-1.168, 2.127, -2.019)  -0.710
C (-0.258, 2.649, -3.322)  0.135
C (1.305, 2.958, -2.946)  -0.415
N (1.714, 4.262, -3.598)  0.200
C (3.210, 4.486, -3.583)  -0.476
C (4.029, 3.645, -2.438)  -0.706
C (0.998, 5.462, -3.007)  0.600
C (1.286, 6.144, -1.544)  -0.743
O (0.040, 6.054, -3.773)  -0.674
B (-1.631, 3.432, -1.071)  0.507
O (-0.785, 3.791, 0.121)  -0.835
O (-2.848, 4.236, -1.292)  -0.320
C (-3.170, 4.395, -2.718)  0.234
C (-4.501, 5.404, -2.769)  -0.371
P (-2.921, 0.005, -0.327)  0.872
O (-3.939, 0.066, -1.544)  -0.793
H (5.310, -5.278, 1.670)  0.270
H (4.641, -6.417, 0.321)  0.119
H (4.735, -4.467, 0.061)  0.197
H (3.049, -4.698, 2.420)  0.107
H (2.413, -6.233, 1.502)  0.380
H (2.261, -3.113, 0.835)  -0.046
H (2.703, -4.091, -0.724)  0.390
H (0.436, -5.552, 0.888)  0.291
H (0.267, -4.908, -0.950)  0.225
H (0.061, -3.183, 1.818)  -0.072
H (-2.124, -3.730, -0.606)  0.024
H (-2.620, -3.042, 1.174)  -0.179
H (-3.033, -5.117, 1.627)  0.302
H (-1.583, -6.384, -0.782)  0.226
H (-3.400, -5.762, -0.769)  0.288
H (-2.837, -7.119, 0.419)  0.318
H (0.880, -0.310, 0.216)  0.280
H (-1.094, 0.585, 1.818)  0.255
H (-1.688, -1.277, 2.041)  -0.095
H (1.613, -0.904, 2.540)  0.388
H (0.923, 0.345, 5.195)  0.438
H (-0.851, 0.766, 4.532)  0.413
H (-1.881, -0.349, -3.130)  0.190
H (-1.519, -1.991, -2.281)  0.403
H (-0.134, -2.556, -4.214)  0.421
H (-2.153, 1.716, -2.493)  0.054
H (-0.801, 3.529, -3.911)  0.391
H (-0.280, 1.726, -4.079)  -0.052
H (1.402, 2.939, -1.780)  -0.040
H (1.936, 2.038, -3.370)  0.334
H (3.628, 4.330, -4.680)  0.324
H (3.378, 5.641, -3.332)  0.280
H (5.094, 4.136, -2.317)  0.319
H (3.503, 3.642, -1.370)  0.117
H (4.219, 2.548, -2.845)  0.285
H (1.646, 7.254, -1.648)  0.273
H (0.244, 6.190, -0.970)  0.138
H (2.055, 5.509, -0.930)  0.179
H (0.152, 4.001, -0.166)  0.275
H (-3.359, 3.380, -3.279)  0.215
H (-2.283, 4.987, -3.211)  0.229
H (-4.999, 5.375, -3.829)  0.105
H (-5.245, 5.108, -1.887)  0.316
H (-4.127, 6.501, -2.499)  -0.353
H (-3.112, 1.241, 0.429)  -0.111
H (-3.317, -1.087, 0.520)  -0.017
Na (-5.294, 4.527, -5.103)  0.723
F (-0.289, 0.596, -5.496)  -0.894
F (6.679, -5.375, 0.795)  -0.746
Cl (1.592, 9.215, 1.106)  -0.181
C (3.352, 9.370, 1.334)  -0.452
C (4.086, 9.561, 0.016)  -0.531
Cl (4.049, 8.093, -0.993)  -0.104
H (3.705, 8.482, 1.867)  0.311
H (3.512, 10.239, 1.978)  0.329
H (5.140, 9.787, 0.207)  0.336
H (3.662, 10.384, -0.567)  0.310
C (-2.905, -5.487, 7.739)  -0.424
C (-3.950, -4.772, 7.152)  -0.458
C (-3.678, -3.804, 6.183)  -0.389
C (-2.350, -3.563, 5.804)  0.211
C (-1.298, -4.274, 6.398)  -0.236
C (-1.583, -5.238, 7.368)  -0.664
N (-2.059, -2.565, 4.768)  0.970
O (-3.014, -1.943, 4.281)  -0.763
O (-0.875, -2.404, 4.437)  -0.270
H (-3.123, -6.245, 8.490)  0.376
H (-4.978, -4.971, 7.447)  0.371
H (-4.503, -3.255, 5.735)  0.388
H (-0.263, -4.094, 6.117)  0.433
H (-0.774, -5.797, 7.832)  0.379
Li (-4.100, 8.383, -3.174)  0.514
K (-2.089, 1.544, 4.529)  0.975
O (8.494, -7.885, 2.044)  -0.962
H (8.189, -7.137, 1.563)  0.358
Cs (10.084, -6.727, 2.216)  0.616
C (-2.660, -2.853, -5.466)  -0.762
O (-2.045, -3.166, -4.335)  -0.545
H (-3.499, -3.497, -5.781)  0.304
H (-3.132, -1.858, -5.527)  0.260
H (-2.051, -2.847, -6.387)  0.264

Calculated values
- 2S+1 = 1
- HOMO level (eV) = -4.83
- ΔE to the lowest compared entry with this formula, charge and spin (kJ/mol) = 581.5
- DFT total energy (eV) = -127126.281
- orbital gap (eV) = 0.935


# 3
Formula: C35H53BrN4ORuS3Si2
Source: the Open Molecules 2025 dataset
Level of theory: wB97M-V/def2-TZVPD

Last column: Mulliken spin population.
CARTESIAN COORDINATES (ANGSTROEM)
Ru (0.984, -0.342, 0.577)  1.014
C (4.828, 1.818, 1.653)  0.001
C (5.095, 1.735, 0.153)  0.000
N (4.239, 0.783, -0.522)  0.002
C (4.723, -0.572, -0.648)  0.006
C (5.632, -0.745, -1.862)  -0.002
C (2.922, 1.103, -0.648)  -0.018
S (1.905, 0.074, -1.622)  0.027
N (2.578, 2.357, -0.383)  0.008
C (1.425, 2.711, 0.166)  0.004
O (0.614, 1.917, 0.701)  0.030
C (1.205, 4.164, 0.302)  -0.001
C (1.986, 5.083, -0.395)  -0.001
C (1.795, 6.437, -0.203)  0.000
C (0.832, 6.890, 0.688)  0.000
C (0.051, 5.979, 1.386)  0.000
C (0.239, 4.623, 1.195)  0.003
H (5.416, 2.624, 2.082)  0.000
H (5.072, 0.882, 2.148)  0.000
H (3.777, 2.033, 1.820)  0.000
H (6.129, 1.439, -0.036)  0.000
H (4.916, 2.714, -0.298)  0.000
H (3.866, -1.250, -0.729)  -0.003
H (5.266, -0.829, 0.267)  0.001
H (5.099, -0.468, -2.768)  0.000
H (5.946, -1.783, -1.938)  0.000
H (6.519, -0.120, -1.768)  0.000
H (2.744, 4.715, -1.069)  0.000
H (2.409, 7.148, -0.742)  0.000
H (0.699, 7.953, 0.839)  0.000
H (-0.684, 6.337, 2.097)  0.000
H (-0.331, 3.893, 1.751)  0.000
S (0.519, -0.020, 3.051)  -0.038
C (0.656, -1.688, 3.505)  0.003
C (-0.119, -2.176, 4.548)  0.000
C (-0.125, -3.528, 4.869)  -0.002
C (-1.025, -4.011, 5.833)  0.001
N (-1.803, -4.394, 6.588)  -0.001
C (0.720, -4.418, 4.163)  0.003
C (1.556, -3.916, 3.170)  0.002
C (1.534, -2.574, 2.822)  -0.006
S (2.622, -1.998, 1.601)  0.033
C (0.715, -5.796, 4.433)  -0.001
N (0.741, -6.931, 4.626)  0.001
H (-0.748, -1.491, 5.097)  0.001
H (2.213, -4.586, 2.636)  -0.004
C (-0.234, -3.537, -0.327)  0.005
Si (-0.897, -1.737, 0.009)  -0.066
C (-2.266, -1.967, 1.376)  -0.011
C (-1.897, -1.340, -1.610)  0.000
H (-1.028, -4.258, -0.164)  0.000
H (0.589, -3.805, 0.327)  0.000
H (0.114, -3.635, -1.350)  0.002
H (-3.168, -2.361, 0.915)  -0.001
H (-2.513, -1.028, 1.863)  0.001
H (-1.954, -2.667, 2.146)  0.001
H (-2.027, -2.243, -2.202)  0.000
H (-1.415, -0.593, -2.234)  0.001
H (-2.880, -0.963, -1.347)  0.000
C (-5.071, 6.006, -1.019)  0.000
C (-4.055, 4.909, -1.339)  0.000
C (-4.149, 4.600, -2.836)  0.000
C (-2.648, 5.465, -1.109)  0.000
Si (-4.344, 3.293, -0.279)  -0.001
Br (-2.472, 2.064, -0.591)  0.007
C (-4.457, 3.613, 1.645)  0.000
C (-5.869, 4.041, 2.052)  0.000
C (-3.489, 4.714, 2.088)  0.000
C (-4.070, 2.364, 2.443)  -0.001
C (-5.778, 2.148, -0.956)  0.000
C (-7.073, 2.930, -1.193)  0.000
C (-6.068, 1.015, 0.031)  0.000
C (-5.386, 1.461, -2.268)  0.000
H (-4.881, 6.882, -1.638)  0.000
H (-5.001, 6.318, 0.019)  0.000
H (-6.087, 5.676, -1.218)  0.000
H (-3.862, 5.482, -3.411)  0.000
H (-5.161, 4.335, -3.134)  0.000
H (-3.465, 3.795, -3.103)  0.000
H (-2.477, 6.314, -1.770)  0.000
H (-1.886, 4.722, -1.329)  0.000
H (-2.503, 5.804, -0.091)  0.000
H (-6.179, 4.930, 1.508)  0.000
H (-5.902, 4.272, 3.117)  0.000
H (-6.593, 3.255, 1.862)  0.000
H (-3.777, 5.687, 1.696)  0.000
H (-2.478, 4.484, 1.767)  0.000
H (-3.486, 4.785, 3.178)  0.000
H (-4.708, 1.515, 2.228)  0.000
H (-4.146, 2.570, 3.512)  0.000
H (-3.042, 2.071, 2.243)  0.000
H (-7.407, 3.430, -0.287)  0.000
H (-7.865, 2.250, -1.514)  0.000
H (-6.944, 3.680, -1.970)  0.000
H (-6.508, 1.372, 0.958)  0.000
H (-5.157, 0.470, 0.261)  0.000
H (-6.773, 0.313, -0.414)  0.000
H (-5.105, 2.160, -3.047)  0.000
H (-6.232, 0.877, -2.632)  0.000
H (-4.553, 0.781, -2.114)  0.000

Calculated values
- 2S+1 = 2
- HOMO level (spin up / spin down) (eV) = -4.83 / -4.73
- ⟨S²⟩ = 0.775
- total charge = -1
- ΔE to the lowest compared entry with this formula, charge and spin (kJ/mol) = 135.3
- DFT total energy (eV) = -166055.029
- orbital gap (spin up / spin down) (eV) = 6.606 / 6.565


# 4
Formula: CH2Br2S
Source: the Open Molecules 2025 dataset
Level of theory: wB97M-V/def2-TZVPD

Last column: Mulliken charge in e.
CARTESIAN COORDINATES (ANGSTROEM)
S (-0.687, -0.299, -0.639)  -0.112
C (0.774, 0.263, 0.291)  -0.357
Br (2.016, -1.303, 0.768)  -0.063
Br (0.183, 1.079, 1.997)  -0.012
H (-1.349, -1.014, 0.447)  0.190
H (1.473, 0.774, -0.359)  0.354

Calculated values
- 2S+1 = 1
- structure (SMILES) = SC(Br)Br
- HOMO level (eV) = -9.66
- ΔE to the lowest compared entry with this formula, charge and spin (kJ/mol) = 17.5
- DFT total energy (eV) = -151988.814
- orbital gap (eV) = 9.442